Here is C46H48N4P2PtTe2 as an isolated structure from OMol25. Energies are from wB97M-V/def2-TZVPD.

```
103
Properties=species:S:1:pos:R:3:mulliken_charge:R:1
Pt 0.4250 -0.0634 -0.6895 3.44
Te -4.1077 0.3249 -2.5997 0.19
C -5.6729 -0.1372 -1.2141 0.01
C -6.1979 0.8261 -0.3623 -0.11
C -7.1464 0.4482 0.5791 -0.46
N -7.5966 -0.7982 0.7140 -0.65
C -7.1015 -1.7138 -0.1162 -0.40
C -6.1486 -1.4356 -1.0886 -0.19
C -2.5764 0.0947 -1.2376 -1.14
P -1.4317 -1.2185 -1.1545 0.37
C -1.7281 -2.1897 0.3581 -0.26
C -2.9148 -2.0427 1.0699 0.27
C -3.1258 -2.7791 2.2292 -0.73
C -2.1485 -3.6545 2.6852 -0.60
C -0.9587 -3.7973 1.9798 -0.60
C -0.7482 -3.0693 0.8178 -0.48
C -1.6380 -2.4268 -2.4798 0.79
C -0.9281 -2.2816 -3.6666 -0.31
C -1.1710 -3.1334 -4.7337 -0.90
C -2.1301 -4.1302 -4.6216 -0.49
C -2.8488 -4.2734 -3.4416 -0.76
C -2.6055 -3.4241 -2.3729 -0.33
P -1.4048 1.2902 -0.7420 -0.25
C -1.8718 2.1936 0.7635 0.15
C -3.1169 1.9947 1.3470 -0.27
C -3.4612 2.6775 2.5092 -0.67
C -2.5576 3.5545 3.0905 -0.62
C -1.3036 3.7439 2.5165 -0.72
C -0.9598 3.0649 1.3579 -0.20
C -1.2008 2.6227 -1.9647 0.73
C -0.3063 2.4842 -3.0226 -0.20
C -0.2414 3.4538 -4.0124 -0.72
C -1.0708 4.5649 -3.9564 -0.56
C -1.9673 4.7077 -2.9044 -0.67
C -2.0312 3.7426 -1.9108 -0.40
H -5.8749 1.8581 -0.4216 0.46
H -7.5668 1.1843 1.2565 0.40
H -7.4817 -2.7229 0.0026 0.38
H -5.7764 -2.2277 -1.7270 0.42
H -3.6660 -1.3464 0.7126 0.04
H -4.0548 -2.6671 2.7750 0.49
H -2.3122 -4.2273 3.5895 0.38
H -0.1959 -4.4792 2.3342 0.46
H 0.1821 -3.1705 0.2684 0.40
H -0.1845 -1.4983 -3.7596 0.22
H -0.6080 -3.0173 -5.6504 0.43
H -2.3175 -4.7969 -5.4535 0.38
H -3.5995 -5.0483 -3.3530 0.42
H -3.1667 -3.5410 -1.4528 0.42
H -3.8100 1.2992 0.8901 0.07
H -4.4353 2.5227 2.9565 0.47
H -2.8238 4.0879 3.9944 0.38
H -0.5962 4.4248 2.9736 0.45
H 0.0193 3.2022 0.9108 0.47
H 0.3493 1.6180 -3.0637 -0.01
H 0.4630 3.3381 -4.8261 0.45
H -1.0183 5.3201 -4.7301 0.38
H -2.6186 5.5709 -2.8575 0.41
H -2.7318 3.8633 -1.0929 0.38
C 8.4030 -0.3068 -0.5332 -1.55
C 6.9581 -0.4442 -0.9340 0.76
C 6.3049 0.5608 -1.6324 -1.30
C 4.9723 0.4422 -2.0246 1.08
C 4.3345 1.5932 -2.7601 -1.61
C 4.2672 -0.7269 -1.7062 0.18
Te 2.2564 -0.9756 -2.3683 -0.02
C 4.9102 -1.7522 -0.9975 1.16
C 4.1960 -3.0214 -0.6112 -1.61
C 6.2411 -1.5922 -0.6231 -1.05
H 8.7747 0.6971 -0.7367 0.35
H 9.0295 -1.0129 -1.0821 0.33
H 8.5385 -0.5110 0.5303 0.34
H 6.8436 1.4707 -1.8787 0.28
H 5.0057 2.4518 -2.7875 0.34
H 3.3959 1.8942 -2.2893 0.22
H 4.0860 1.3143 -3.7860 0.36
H 3.2279 -2.8033 -0.1576 0.13
H 4.7938 -3.6026 0.0917 0.40
H 3.9951 -3.6389 -1.4891 0.36
H 6.7291 -2.3882 -0.0684 0.35
C 0.1763 -0.3262 4.7334 -0.79
C -0.7838 0.1204 3.6495 -0.39
N -0.0702 0.1444 2.3926 0.85
C 1.2355 0.4555 2.2263 0.72
N 1.7235 0.5313 1.0104 -0.06
C 3.1508 0.7688 0.8594 0.09
C 3.6894 1.6562 1.9646 -0.81
C 3.3845 1.0116 3.2958 -0.89
N 1.9852 0.6063 3.3563 0.26
C 1.3979 0.5671 4.6888 -0.84
H 0.4688 -1.3629 4.5488 0.32
H -0.2890 -0.2701 5.7175 0.40
H -1.2031 1.1054 3.8866 0.10
H -1.6123 -0.5813 3.5506 0.10
H -0.5774 0.0348 1.5259 -1.61
H 3.3131 1.2455 -0.1050 -0.35
H 3.6977 -0.1779 0.8269 -0.06
H 3.2088 2.6375 1.9088 0.34
H 4.7644 1.7985 1.8495 0.42
H 3.5723 1.7023 4.1213 0.54
H 4.0261 0.1367 3.4476 0.32
H 1.1337 1.5827 5.0116 0.30
H 2.1631 0.1985 5.3746 0.52
```

DFT total energy, eV: -90854.216
Frontier orbital gap, eV: 6.81
Energy above the lowest of the compared OMol25 structures with the same formula, charge and spin, eV: 0.634
E_HOMO, eV: -6.805

=====

Here is a 8-piece molecular cluster, C46H49ClN11O2P overall from OMol25. Energies are from wB97M-V/def2-TZVPD.

```
110
Properties=species:S:1:pos:R:3:mulliken_charge:R:1
C -3.7519 2.5930 -0.7255 -1.08
P -2.2741 2.2062 0.3144 -0.02
O -1.7105 0.7776 -0.2826 -0.17
C -1.0580 3.4197 -0.3446 0.01
N -1.1493 4.5293 0.3463 -0.38
C -0.3377 5.5635 0.0114 -0.06
C -0.4090 6.7832 0.7149 0.26
Cl -1.5795 6.9798 1.9710 -0.25
C 0.4298 7.8163 0.4030 0.86
N 0.3929 9.0306 1.1021 -0.63
C 1.3809 7.6424 -0.6316 -0.98
C 1.4782 6.4876 -1.3431 0.30
N 2.4278 6.2943 -2.3615 -0.59
C 0.5944 5.4154 -1.0341 0.33
N 0.6897 4.2601 -1.7366 -0.28
C -0.1197 3.2761 -1.4302 0.51
C 0.0039 2.0154 -2.2404 -0.86
C -1.1972 1.7282 -3.1494 -0.33
O -0.9447 2.1336 -4.4966 -0.60
H -4.6011 2.6145 -0.0431 0.35
H -3.6713 3.5869 -1.1678 0.31
H -3.9293 1.8400 -1.4921 0.27
H -2.2135 0.0348 0.0884 0.24
H 0.6933 9.7839 0.4972 0.25
H -0.5519 9.2347 1.4073 0.25
H 2.0648 8.4526 -0.8637 0.18
H 3.0176 7.1164 -2.3979 0.29
H 2.9825 5.4863 -2.0947 0.31
H 0.2225 1.1687 -1.5910 0.29
H 0.8695 2.1309 -2.8955 0.46
H -2.0910 2.2442 -2.7958 0.24
H -1.3701 0.6559 -3.1959 0.25
H -0.7168 3.0699 -4.4830 0.34
C -2.2699 -5.1569 0.0848 -0.46
C -3.0305 -4.3499 -0.7487 -0.27
C -3.0024 -2.9824 -0.5327 -0.31
N -2.2903 -2.3994 0.4339 -0.24
C -1.5682 -3.1886 1.2259 -0.81
C -1.5227 -4.5689 1.0914 -0.43
H -2.2621 -6.2309 -0.0524 0.43
H -3.6266 -4.7737 -1.5471 0.38
H -3.5776 -2.3147 -1.1655 0.35
H -1.0087 -2.6889 2.0043 0.94
H -0.9179 -5.1624 1.7626 0.36
C 3.8848 3.8243 2.3090 -0.54
C 3.1369 2.9826 1.4988 -0.37
C 3.2687 3.1055 0.1250 -0.51
N 4.0798 3.9856 -0.4598 -0.55
C 4.7925 4.7841 0.3316 -0.40
C 4.7329 4.7468 1.7162 -0.17
H 3.7984 3.7703 3.3873 0.46
H 2.4533 2.2571 1.9188 0.64
H 2.6905 2.4783 -0.5458 0.60
H 5.4306 5.5037 -0.1707 0.37
H 5.3190 5.4323 2.3053 0.47
C -4.8444 -6.8005 -6.1346 -0.25
C -5.2090 -5.5294 -5.7170 -0.48
C -5.0353 -5.2005 -4.3823 -0.17
N -4.5393 -6.0400 -3.4747 -0.38
C -4.1952 -7.2564 -3.8923 -0.21
C -4.3250 -7.6858 -5.2042 -0.47
H -4.9620 -7.0950 -7.1697 0.39
H -5.6179 -4.8059 -6.4088 0.36
H -5.3054 -4.2147 -4.0184 0.36
H -3.7923 -7.9224 -3.1377 0.37
H -4.0183 -8.6839 -5.4784 0.44
C 4.8581 10.3088 3.7503 -0.13
C 6.0637 9.8580 3.2351 -0.59
C 6.1104 8.5858 2.6868 -0.22
N 5.0598 7.7689 2.6316 -0.18
C 3.9094 8.2152 3.1305 -0.07
C 3.7557 9.4719 3.6964 -0.77
H 4.7796 11.2968 4.1853 0.37
H 6.9496 10.4776 3.2558 0.36
H 7.0345 8.1987 2.2703 0.36
H 3.0693 7.5310 3.0676 0.45
H 2.7942 9.7820 4.0812 0.38
C -3.4088 -5.5696 6.0226 -0.13
C -2.0886 -5.8598 5.7173 -0.80
C -1.4077 -5.0059 4.8636 -0.01
N -1.9513 -3.9204 4.3173 -0.12
C -3.2192 -3.6546 4.6194 -0.19
C -3.9881 -4.4429 5.4625 -0.62
H -3.9757 -6.2103 6.6856 0.37
H -1.5944 -6.7282 6.1305 0.35
H -0.3717 -5.2001 4.6037 0.35
H -3.6374 -2.7656 4.1596 0.40
H -5.0146 -4.1764 5.6727 0.36
C 1.0255 -10.0865 -4.3994 -0.15
C 0.5909 -9.2693 -5.4301 -0.65
C -0.7690 -9.0263 -5.5501 -0.04
N -1.6834 -9.5372 -4.7298 -0.24
C -1.2514 -10.3211 -3.7442 -0.23
C 0.0852 -10.6248 -3.5357 -0.52
H 2.0787 -10.2996 -4.2710 0.37
H 1.2884 -8.8271 -6.1278 0.36
H -1.1482 -8.3880 -6.3414 0.36
H -2.0167 -10.7252 -3.0902 0.38
H 0.3786 -11.2668 -2.7166 0.36
C 2.7444 -0.9102 1.7703 -0.45
C 1.7095 -1.7971 2.0208 -0.31
C 1.4583 -2.1629 3.3361 0.04
N 2.1610 -1.7123 4.3735 -0.54
C 3.1533 -0.8645 4.1162 -0.32
C 3.4845 -0.4327 2.8401 -0.35
H 2.9718 -0.5989 0.7581 0.45
H 1.1088 -2.1974 1.2160 0.34
H 0.6508 -2.8482 3.5761 0.42
H 3.7114 -0.5149 4.9782 0.37
H 4.3032 0.2588 2.6917 0.47
```

DFT total energy, eV: -90794.156
Frontier orbital gap, eV: 7.93
Energy above the lowest of the compared OMol25 structures with the same formula, charge and spin, eV: 0.000
E_HOMO, eV: -7.699

=====

Here is C46H49IN5O5Sc as an isolated structure from OMol25. Energies are from wB97M-V/def2-TZVPD.

```
107
Properties=species:S:1:pos:R:3:mulliken_charge:R:1
Sc 12.5100 11.6539 12.9337 -1.39
C 12.9839 14.3617 12.2262 2.15
C 11.8996 14.6819 11.3820 0.75
C 12.0350 13.9584 10.1834 -0.53
C 13.1683 13.0950 10.3198 1.62
C 13.7602 13.3381 11.5747 -0.13
C 15.1531 12.9188 11.9033 -0.68
C 13.6870 12.2621 9.1951 -1.38
C 11.2040 14.0442 8.9382 -1.47
C 10.8701 15.7254 11.6818 -1.54
C 13.4118 15.2872 13.3270 -1.47
H 15.3532 13.0676 12.9675 -0.43
H 15.9239 13.4689 11.3578 0.44
H 15.3420 11.8732 11.6873 -0.02
H 14.4785 11.5468 9.5162 -0.08
H 14.0803 12.8777 8.3797 0.56
H 12.9045 11.6415 8.7682 0.23
H 10.7150 13.0870 8.6815 0.21
H 11.8113 14.2694 8.0698 0.34
H 10.4434 14.8318 8.9819 0.36
H 10.3132 15.5595 12.6225 -0.14
H 10.1103 15.8128 10.9084 0.38
H 11.2652 16.7451 11.7645 0.34
H 13.6716 16.2531 12.9046 0.51
H 14.3134 14.9404 13.8304 0.39
H 12.6424 15.4902 14.0653 0.04
C 15.4914 13.4738 16.0904 -1.10
C 14.0919 13.9751 16.2280 0.70
N 13.8696 15.0618 16.9629 -0.69
C 12.6221 15.5456 17.0318 -1.33
C 11.5119 14.9578 16.4504 0.73
C 10.1677 15.5898 16.6145 -0.90
O 9.5250 15.9016 15.3643 -0.52
C 11.7226 13.7733 15.6828 0.16
C 10.5732 13.0983 15.1060 -0.78
N 10.5267 12.1841 14.1767 0.82
C 9.2253 11.5912 14.0868 -0.46
C 8.0589 12.3649 13.9080 0.07
C 6.8111 11.7419 13.8973 -0.83
C 6.7011 10.3631 14.0566 -0.76
C 7.8389 9.5872 14.2337 -0.33
C 9.0898 10.2068 14.2831 -0.21
I 10.8168 9.1095 14.6715 0.15
C 13.0638 13.3143 15.4859 0.44
O 13.3073 12.3332 14.7102 0.08
H 16.2028 14.0117 16.7383 0.37
H 15.5624 12.4202 16.3494 0.33
H 15.7993 13.5806 15.0668 0.16
H 12.4650 16.4816 17.5473 0.34
H 9.4803 14.9038 17.1186 0.44
H 10.2758 16.4812 17.2107 0.37
H 10.1773 16.2778 14.7609 0.35
H 9.6428 13.3539 15.6142 0.59
H 8.1685 13.4379 13.7410 0.47
H 5.9247 12.3300 13.7330 0.42
H 5.7522 9.8825 14.0373 0.45
H 7.7211 8.5133 14.3834 0.46
C 16.3739 9.1379 8.7746 -1.06
O 14.9505 9.2717 8.8808 -0.01
C 14.2716 8.2780 8.2600 0.69
C 14.8567 7.3101 7.4322 -0.98
C 14.0271 6.3316 6.8671 -0.75
C 12.6723 6.3168 7.1256 -0.97
C 12.1005 7.2639 7.9776 -0.73
C 12.8933 8.2453 8.5555 0.62
N 12.2564 9.2272 9.3894 0.82
C 12.4863 9.4046 10.7158 -0.92
N 13.5893 8.7903 11.1792 0.21
C 14.2708 8.9653 12.3947 -0.19
C 14.0508 10.0100 13.2472 0.79
C 14.9069 10.0399 14.3922 -0.14
C 15.8894 9.0937 14.6063 -1.37
C 16.1309 8.0896 13.6559 -0.26
C 15.2973 8.0160 12.5598 0.74
O 15.4368 7.0502 11.5620 -0.40
C 16.6422 6.2775 11.6761 -1.24
N 11.7326 10.1832 11.4520 1.31
C 10.4088 10.4556 11.0104 -0.18
C 9.9570 11.7588 10.9598 0.45
C 8.6477 12.0600 10.6027 -1.01
C 7.7839 11.0409 10.2597 -1.11
C 8.2060 9.7292 10.3412 -0.43
C 9.4912 9.4409 10.7553 0.96
O 9.9709 8.1778 10.9217 0.23
C 9.1239 7.1193 10.5135 -1.41
H 16.8366 9.8694 9.4387 0.21
H 16.6865 9.3348 7.7394 0.36
H 16.7004 8.1271 9.0528 0.40
H 15.9096 7.3472 7.1569 0.43
H 14.4724 5.5747 6.2216 0.38
H 12.0422 5.5770 6.6849 0.43
H 11.0629 7.2619 8.2246 0.50
H 11.3757 9.5961 9.0461 0.55
H 14.1148 8.2155 10.5399 0.26
H 14.7609 10.8297 15.0936 0.14
H 16.5124 9.1017 15.5100 0.42
H 16.9094 7.3412 13.7974 0.43
H 16.6691 5.6619 10.7774 0.28
H 16.5752 5.6421 12.5541 0.44
H 17.5283 6.9227 11.7527 0.47
H 10.6206 12.5812 11.2212 -0.93
H 8.3161 13.0833 10.5084 0.52
H 6.7522 11.2653 9.9711 0.37
H 7.5047 8.9530 10.1114 0.56
H 9.7606 6.2195 10.5717 0.31
H 8.8178 7.2936 9.4884 0.53
H 8.2498 7.0305 11.2013 0.26
```

DFT total energy, eV: -94987.826
Frontier orbital gap, eV: 6.27
Energy above the lowest of the compared OMol25 structures with the same formula, charge and spin, eV: 0.398
E_HOMO, eV: -6.416

=====

Here is C46H50As2IrN7O3 as an isolated structure from OMol25. Energies are from wB97M-V/def2-TZVPD.

```
109
Properties=species:S:1:pos:R:3:lowdin_spin:R:1
Ir -0.6574 1.0894 -0.6814 0.65
C 2.8746 1.7840 1.8119 0.00
C 1.4627 2.0035 1.3167 0.00
N 1.0621 1.0175 0.3435 0.00
N 1.9961 0.3179 -0.2215 0.00
C 1.6269 -0.4312 -1.2502 -0.01
O 0.4084 -0.4178 -1.6812 0.03
C 2.6486 -1.2588 -1.8726 0.00
C 2.2942 -2.2424 -2.8058 0.00
C 3.2715 -3.0367 -3.3716 0.00
C 4.6058 -2.8485 -3.0316 0.00
C 4.9610 -1.8744 -2.1083 0.00
C 3.9942 -1.0822 -1.5265 0.00
C -0.4156 3.0775 1.3616 0.00
C -0.7307 4.0111 2.5189 0.00
C -2.1624 4.0069 2.8586 -0.01
C -3.0608 3.5879 1.9308 0.00
C -2.6455 2.9692 0.7184 -0.01
N -1.4050 2.6240 0.4563 0.01
H 3.0011 0.7245 2.0338 0.00
H 3.0594 2.3606 2.7143 0.00
H 3.6004 2.0712 1.0562 0.00
H 1.2486 -2.3909 -3.0459 0.00
H 2.9995 -3.8104 -4.0717 0.00
H 5.3691 -3.4641 -3.4779 0.00
H 5.9940 -1.7353 -1.8375 0.00
H 4.2547 -0.3201 -0.8096 0.00
H -0.3967 5.0440 2.3617 0.00
H -2.4721 4.4069 3.8120 0.00
H -4.1211 3.7038 2.0970 0.00
H -3.4019 2.6870 -0.0036 0.00
C -2.4565 -1.4538 1.8459 0.01
C -2.1483 -0.0023 2.1641 0.02
As -0.2700 0.2052 2.8204 0.00
C -0.6432 0.2269 4.7481 0.00
C 0.0564 -0.6325 5.5874 0.00
C -0.2555 -0.7018 6.9358 0.00
C -1.2659 0.0964 7.4485 0.00
C -1.9554 0.9651 6.6185 0.00
C -1.6577 1.0265 5.2680 0.00
C 0.2952 2.0815 2.3129 0.00
C 0.2965 3.2062 3.4030 0.00
C 1.5524 3.9561 3.5822 0.00
C 2.0977 4.6879 2.5453 0.00
C 1.7395 4.5375 1.2185 0.00
C 0.9934 3.3802 0.7054 0.00
As -1.1526 -2.1339 0.5090 0.11
C 0.3382 -2.8126 1.5966 0.02
C 0.2367 -3.0715 2.9645 0.01
C 1.3176 -3.6046 3.6519 0.00
C 2.5137 -3.8496 2.9959 0.00
C 2.6243 -3.5814 1.6391 0.00
C 1.5418 -3.0669 0.9459 0.00
C -2.0426 -3.7900 -0.0480 0.02
C -1.3616 -5.0049 -0.0735 0.01
C -2.0550 -6.1689 -0.3566 0.00
C -3.4088 -6.1193 -0.6626 0.01
C -4.0807 -4.9036 -0.6744 0.00
C -3.3908 -3.7380 -0.3993 0.01
H -3.4623 -1.5406 1.4257 0.00
H -2.4315 -2.0788 2.7414 0.00
H -2.8428 0.3937 2.9107 0.00
H -2.2546 0.5683 1.2363 0.01
H 0.8453 -1.2529 5.1739 0.00
H 0.2837 -1.3798 7.5797 0.00
H -1.5217 0.0358 8.4953 0.00
H -2.7377 1.5955 7.0180 0.00
H -2.2170 1.6984 4.6247 0.00
H -0.1028 2.8691 4.3612 0.00
H 1.9549 4.0508 4.5792 0.00
H 2.8567 5.4199 2.7876 0.00
H 2.1272 5.2377 0.4927 0.00
H 0.9496 3.3727 -0.3849 0.00
H -0.6938 -2.9037 3.4975 0.00
H 1.2181 -3.8449 4.7008 0.00
H 3.3559 -4.2469 3.5409 0.00
H 3.5508 -3.7781 1.1232 0.00
H 1.6229 -2.8665 -0.1155 0.00
H -0.3043 -5.0437 0.1638 0.00
H -1.5352 -7.1153 -0.3429 0.00
H -3.9390 -7.0260 -0.9122 0.00
H -5.1339 -4.8620 -0.9089 0.00
H -3.9084 -2.7848 -0.4367 0.00
N -2.2388 1.0691 -2.3045 0.00
C -1.4902 1.1127 -3.5784 0.00
C -2.4119 1.0526 -4.7967 0.00
C -1.7789 1.3437 -6.1609 0.00
C -0.6544 0.4040 -6.6122 0.00
N 0.5074 0.3612 -5.7304 0.00
C 1.4522 1.2899 -5.5990 0.00
N 2.4519 1.0594 -4.7411 0.00
N 1.4409 2.4107 -6.3034 0.00
C -0.5135 2.3798 -3.5054 0.01
O -0.4352 3.1146 -4.4645 0.01
O 0.1342 2.4283 -2.4398 0.09
H -2.8136 0.2255 -2.3001 0.00
H -2.8814 1.8627 -2.2841 0.00
H -0.8098 0.2556 -3.5690 0.00
H -3.2219 1.7743 -4.6666 0.00
H -2.8615 0.0535 -4.8170 0.00
H -1.4423 2.3800 -6.1612 0.00
H -2.5690 1.2600 -6.9084 0.00
H -0.3332 0.7014 -7.6145 0.00
H -1.0339 -0.6173 -6.6764 0.00
H 0.6477 -0.4958 -5.2183 0.00
H 2.5445 0.1819 -4.2564 0.00
H 3.1952 1.7288 -4.6307 0.00
H 0.6178 2.6905 -6.8123 0.00
H 2.0950 3.1465 -6.0880 0.00
```

DFT total energy, eV: -189574.825
Frontier orbital gap (spin up / spin down), eV: 3.65 / 3.75
Energy above the lowest of the compared OMol25 structures with the same formula, charge and spin, eV: 8.661
2S+1: 2
Charge: +3
E_HOMO (spin up / spin down), eV: -14.279 / -14.369